Entry 1:
{"formula": "C5H13NO3P", "method": "ωB97M-V/def2-TZVPD", "e_lumo_ev": -3.4, "relative_energy_kcal_mol": 97.1, "homo_ev": -14.061, "total_charge": 1, "largest_force_ev_per_a": 10.03, "symbols": ["C", "C", "C", "C", "C", "N", "O", "O", "O", "P", "H", "H", "H", "H", "H", "H", "H", "H", "H", "H", "H", "H", "H"], "coordinates": [[0.852, 0.714, 1.622], [0.690, 1.831, 2.116], [2.444, -0.150, -1.770], [-0.984, -0.567, 1.846], [-2.051, -1.477, -1.395], [1.374, 0.705, -1.388], [-1.011, 1.315, -0.809], [0.031, -0.024, 1.035], [-0.660, -1.226, -1.228], [0.019, 0.194, -0.924], [1.990, 0.492, 1.626], [-1.269, 1.799, -1.641], [1.577, 2.379, 2.489], [-0.220, 2.233, 2.470], [2.361, -0.519, -2.748], [2.720, -1.007, -1.048], [3.404, 0.303, -1.698], [-1.378, 0.212, 2.512], [-0.825, -1.531, 2.334], [-1.852, -0.738, 1.074], [-1.999, -2.133, -2.238], [-2.720, -0.721, -1.636], [-2.493, -2.084, -0.599]], "forces_ev_per_a": [[10.018, -0.420, 0.319], [-0.239, 6.336, 4.251], [2.163, -1.967, 2.117], [-4.910, -0.542, -1.610], [0.009, -2.963, -0.318], [-1.489, -0.823, 0.641], [-2.050, 1.310, -0.821], [-3.498, -4.677, -3.495], [1.492, 2.556, 1.111], [0.706, -1.242, -0.404], [-2.007, -0.833, -0.748], [0.503, -0.510, 1.110], [-0.679, -0.477, -0.247], [-1.210, 0.745, -0.364], [-0.327, -0.652, -1.334], [-1.250, 0.762, -0.981], [0.548, 1.356, -0.283], [0.450, -0.394, -0.011], [0.890, 0.335, -0.122], [1.433, 0.120, 1.732], [-0.539, -0.462, -0.632], [-0.543, 2.146, -0.228], [0.528, 0.296, 0.317]], "lowdin_charge": [-0.384, 0.075, -0.190, 0.028, -0.078, -0.124, -0.056, -0.213, -0.191, 0.697, 0.178, 0.167, 0.114, 0.085, 0.063, 0.113, 0.064, 0.120, 0.125, 0.125, 0.101, 0.077, 0.104]}


Entry 2:
{"formula": "C5H13NO3S", "method": "ωB97M-V/def2-TZVPD", "e_lumo_ev": [-0.4, -0.4], "relative_energy_kcal_mol": 91.8, "homo_ev": [-8.980, -8.979], "largest_force_ev_per_a": 5.13, "symbols": ["C", "C", "C", "C", "C", "N", "O", "O", "O", "S", "H", "H", "H", "H", "H", "H", "H", "H", "H", "H", "H", "H", "H"], "coordinates": [[2.475, -0.757, 0.870], [2.110, -0.358, -1.555], [0.922, 1.087, 0.134], [-3.189, 1.193, 0.670], [1.476, -0.320, -0.180], [0.319, -1.163, -0.241], [-2.907, -1.187, 0.252], [-3.538, 0.150, -1.897], [-0.001, -1.859, 0.698], [-2.618, 0.087, -0.698], [3.339, -0.123, 0.647], [2.163, -0.617, 1.948], [2.814, -1.907, 0.922], [2.579, -1.377, -1.699], [2.936, 0.362, -1.621], [1.346, -0.178, -2.252], [1.624, 1.923, 0.213], [-0.052, 1.541, -0.382], [0.363, 0.933, 1.209], [-4.152, 0.988, 1.183], [-2.510, 1.246, 1.444], [-3.310, 2.263, 0.171], [-2.190, -1.928, 0.163]], "forces_ev_per_a": [[1.041, -1.645, 1.929], [1.610, -1.464, 0.727], [-4.241, 0.754, 2.778], [-2.693, 2.572, -2.905], [0.912, 0.444, 0.804], [-2.389, -1.269, -0.718], [1.319, -2.635, 0.008], [1.241, -0.163, 2.640], [1.074, 0.903, -0.335], [-1.104, 0.950, -1.109], [0.241, -0.360, 0.539], [0.097, 0.324, -1.297], [-0.872, 2.512, -0.923], [-0.634, 1.019, -0.129], [-0.425, -0.016, -0.035], [-0.709, 0.244, -1.293], [0.246, -0.609, -0.022], [2.371, -1.540, 0.035], [1.756, 0.614, -2.065], [0.316, -0.457, -0.919], [2.064, -0.055, 1.302], [0.373, -2.135, 1.051], [-1.595, 2.014, -0.062]], "lowdin_charge": [-0.072, -0.043, -0.049, -0.235, -0.681, -0.017, -0.362, -0.498, 0.021, 0.813, 0.078, 0.089, 0.133, 0.109, 0.094, 0.066, 0.078, 0.097, 0.126, 0.064, -0.005, 0.096, 0.097]}